Record 1
2 unconnected molecules or ions with the total composition C3H10S4. Source: the Open Molecules 2025 dataset; level of theory: ωB97M-V/def2-TZVPD.

## Properties
Max |F|, eV Å⁻¹: 1.37
LUMO level (alpha / beta), eV: -4.6 / -7.6
M, g mol⁻¹: 174.38
E_HOMO (alpha / beta), eV: -12.06 / -12.05
E, eV: -46606.2338
<S²>: 0.755
Gap between HOMO and LUMO (alpha / beta), eV: 7.483 / 4.451

```
! RIJCOSX wB97M-V def2-TZVPD def2/J DEFGRID3
* xyz 1 2
C -2.56 2.02 -1.58
S -1.68 0.45 -1.78
S -2.32 -0.42 -0.05
C -1.39 -1.96 -0.05
H -3.47 1.82 -1.02
H -1.91 2.69 -1.02
H -2.78 2.49 -2.53
H -0.32 -1.78 0.04
H -1.74 -2.50 0.83
H -1.60 -2.58 -0.92
C 2.27 -0.23 -0.78
S 1.69 0.42 0.82
S 2.98 -0.28 2.25
H 3.13 0.36 -1.09
H 1.43 -0.06 -1.45
H 2.48 -1.29 -0.76
H 2.47 -1.49 2.52
*
```


Record 2
3 unconnected molecules or ions with the total composition C34H66Cl2N6O6PS. Source: the Open Molecules 2025 dataset; level of theory: ωB97M-V/def2-TZVPD.

## Properties
Max |F|, eV Å⁻¹: 2.95
LUMO level (alpha / beta), eV: -2.7 / -2.7
M, g mol⁻¹: 788.88
E_HOMO (alpha / beta), eV: -10.24 / -11.02
E, eV: -102711.7424
<S²>: 2.008
Gap between HOMO and LUMO (alpha / beta), eV: 7.555 / 8.333

```
! RIJCOSX wB97M-V def2-TZVPD def2/J DEFGRID3
* xyz 1 3
C -2.71 0.34 0.48
C -1.25 0.71 0.10
C -0.26 -0.49 0.23
C 1.12 -0.04 -0.35
N 1.79 -1.03 -1.19
C 1.81 -1.11 -2.58
C 1.08 -0.13 -3.48
C 0.25 -0.82 -4.60
O 0.13 0.11 -5.68
C -1.18 -1.24 -4.14
N -1.22 -2.72 -4.13
C 2.60 -2.17 -2.94
P 3.09 -2.77 -4.60
N 4.67 -2.83 -4.66
N 3.05 -2.77 -1.75
C 3.95 -3.91 -1.50
C 3.70 -5.14 -2.41
C 3.44 -6.44 -1.60
S 1.70 -6.59 -1.18
O 1.57 -6.74 0.24
O 0.95 -5.52 -1.76
O 1.17 -7.96 -1.84
C 2.54 -2.05 -0.76
C 2.71 -2.23 0.71
Cl 4.11 -1.44 1.44
C 1.86 -2.95 1.46
C 0.63 -3.64 0.91
Cl 2.15 -3.13 3.17
H -3.36 0.98 -0.14
H -2.97 -0.71 0.28
H -2.86 0.61 1.53
H -0.85 1.55 0.69
H -1.22 1.00 -0.97
H -0.64 -1.41 -0.22
H -0.17 -0.68 1.31
H 1.76 0.23 0.50
H 0.96 0.90 -0.89
H 0.39 0.51 -2.91
H 1.85 0.48 -3.99
H 0.72 -1.71 -5.02
H -0.20 0.94 -5.31
H -1.88 -0.91 -4.92
H -1.44 -0.82 -3.15
H -1.32 -3.03 -5.09
H -2.04 -3.07 -3.64
H 2.65 -1.86 -5.59
H 2.49 -4.04 -4.84
H 5.04 -2.52 -3.76
H 3.85 -4.21 -0.45
H 4.99 -3.56 -1.63
H 2.90 -5.02 -3.14
H 4.64 -5.33 -2.95
H 3.71 -7.30 -2.25
H 4.08 -6.53 -0.71
H 0.54 -8.32 -1.18
H 0.65 -4.71 1.16
H -0.25 -3.18 1.39
H 0.56 -3.54 -0.19
C 3.65 2.77 -0.11
C 4.26 3.37 -1.39
C 5.75 3.63 -1.17
C 6.02 4.80 -0.24
C 5.30 6.06 -0.73
C 3.80 5.85 -1.02
N 3.52 4.60 -1.79
O 3.79 4.83 -3.05
C 3.01 5.83 0.31
C 3.28 7.10 -1.73
C 4.10 2.25 -2.43
H 3.98 1.73 0.03
H 3.95 3.28 0.81
H 2.56 2.76 -0.16
H 6.24 3.83 -2.13
H 6.23 2.73 -0.77
H 5.71 4.57 0.79
H 7.09 5.00 -0.19
H 5.42 6.86 0.00
H 5.80 6.40 -1.64
H 1.97 5.55 0.13
H 3.01 6.81 0.77
H 3.42 5.15 1.05
H 3.84 7.32 -2.64
H 3.37 7.97 -1.09
H 2.23 6.99 -2.00
H 3.04 2.03 -2.61
H 4.57 1.33 -2.07
H 4.56 2.49 -3.38
C -8.16 1.47 3.81
C -7.35 0.24 3.34
C -7.84 -1.00 4.09
C -7.42 -1.01 5.56
C -5.92 -0.84 5.70
C -5.35 0.37 4.93
N -5.88 0.48 3.54
O -5.23 -0.37 2.79
C -5.65 1.67 5.71
C -3.82 0.27 4.96
C -7.70 0.11 1.86
H -9.17 1.43 3.41
H -8.28 1.54 4.89
H -7.71 2.40 3.45
H -7.44 -1.90 3.61
H -8.92 -1.07 4.02
H -7.95 -0.23 6.11
H -7.72 -1.96 6.01
H -5.66 -0.75 6.75
H -5.43 -1.75 5.34
H -5.37 2.55 5.12
H -5.08 1.70 6.63
H -6.69 1.78 6.00
H -3.46 -0.68 4.55
H -3.46 0.33 5.98
H -3.36 1.08 4.39
H -7.37 0.98 1.29
H -8.78 0.02 1.74
H -7.27 -0.78 1.40
*
```


Record 3
A molecular structure, Cd2I. Source: the Open Molecules 2025 dataset; level of theory: ωB97M-V/def2-TZVPD.

## Properties
Max |F|, eV Å⁻¹: 3.36
LUMO level (alpha / beta), eV: -12.0 / -11.9
M, g mol⁻¹: 351.73
E_HOMO (alpha / beta), eV: -16.64 / -20.18
E, eV: -17208.3316
<S²>: 0.762
Gap between HOMO and LUMO (alpha / beta), eV: 4.651 / 8.307

```
! RIJCOSX wB97M-V def2-TZVPD def2/J DEFGRID3
* xyz 2 2
Cd 1.04 -1.69 0.95
Cd -1.47 1.64 -0.30
I 0.43 0.05 -0.65
*
```


Record 4
A molecular structure, C33H14BF21GeN7O3RhS2Sb. Source: the Open Molecules 2025 dataset; level of theory: ωB97M-V/def2-TZVPD.

## Properties
Max |F|, eV Å⁻¹: 0.72
LUMO level (alpha / beta), eV: -1.5 / -4.5
M, g mol⁻¹: 1327.70
E_HOMO (alpha / beta), eV: -6.68 / -9.75
E, eV: -196493.0093
<S²>: 8.785
Gap between HOMO and LUMO (alpha / beta), eV: 5.208 / 5.247
Relative energy (zero: lowest compared OMol25 entry of this formula, charge and spin), kJ/mol: 23.5

```
! RIJCOSX wB97M-V def2-TZVPD def2/J DEFGRID3
* xyz 0 6
Rh -2.13 -0.69 1.36
B -1.07 -0.53 4.75
N -2.25 0.34 4.17
C -2.83 1.32 4.83
C -3.92 1.81 4.10
C -3.93 1.06 2.95
N -2.91 0.16 3.00
N -0.64 -1.68 3.76
C 0.16 -2.67 4.15
C 0.41 -3.52 3.08
C -0.31 -2.97 2.03
N -0.94 -1.86 2.46
H -1.46 -1.06 5.76
H -0.12 0.19 4.97
H -2.46 1.61 5.80
H -4.59 2.61 4.36
H -4.59 1.11 2.10
H 0.52 -2.71 5.17
H 1.00 -4.41 3.06
H -0.40 -3.31 1.02
F 0.91 0.60 -2.03
C 0.92 1.89 -2.35
C 1.07 2.84 -1.35
C 1.15 4.17 -1.73
F 1.36 5.14 -0.83
C 1.06 4.54 -3.05
F 1.14 5.82 -3.40
C 0.88 3.57 -4.02
F 0.80 3.93 -5.30
C 0.82 2.24 -3.68
F 0.68 1.31 -4.62
Ge 1.19 2.18 0.46
S -0.79 1.38 1.14
C 2.72 0.99 0.54
C 2.73 -0.24 1.16
F 1.63 -0.70 1.77
C 3.86 -1.03 1.21
F 3.83 -2.22 1.82
C 5.03 -0.57 0.64
F 6.12 -1.31 0.69
C 5.07 0.67 0.04
F 6.20 1.12 -0.48
C 3.92 1.43 0.00
F 3.99 2.64 -0.57
C 1.42 3.59 1.79
C 2.37 3.59 2.79
F 3.29 2.62 2.89
C 2.42 4.58 3.75
F 3.34 4.56 4.70
C 1.48 5.60 3.72
F 1.51 6.55 4.63
C 0.49 5.61 2.75
F -0.42 6.58 2.75
C 0.47 4.61 1.81
F -0.51 4.61 0.90
O 2.80 -6.22 -4.95
S 2.49 -4.93 -5.54
O 2.98 -3.77 -4.86
O 2.33 -4.85 -6.97
C 0.51 -5.07 -5.03
N -0.19 -5.98 -5.66
C -1.45 -6.00 -5.18
C -1.90 -5.18 -4.17
C -1.01 -4.25 -3.59
N 0.25 -4.25 -4.11
C -1.28 -3.37 -2.51
C -2.55 -3.29 -1.84
C -2.70 -2.48 -0.78
N -1.66 -1.71 -0.27
C -0.44 -1.75 -0.92
C -0.23 -2.53 -2.00
H -2.10 -6.73 -5.64
H -2.92 -5.26 -3.82
H -3.40 -3.85 -2.19
H -3.66 -2.39 -0.28
H 0.33 -1.12 -0.52
H 0.73 -2.52 -2.49
F -3.73 0.13 0.26
Sb -3.84 1.46 -1.25
F -3.94 2.72 -2.61
F -3.53 2.73 0.09
F -5.66 1.45 -0.87
F -1.96 1.28 -1.36
F -4.01 0.00 -2.39
*
```


Record 5
3 unconnected molecules or ions with the total composition C10H18N2O5. Source: the Open Molecules 2025 dataset; level of theory: ωB97M-V/def2-TZVPD.

## Properties
Max |F|, eV Å⁻¹: 7.24
LUMO level, eV: -0.1
M, g mol⁻¹: 246.26
E_HOMO, eV: -10.06
E, eV: -23870.7037
Gap between HOMO and LUMO, eV: 10.005
Relative energy (zero: lowest compared OMol25 entry of this formula, charge and spin), kJ/mol: 1069.7

```
! RIJCOSX wB97M-V def2-TZVPD def2/J DEFGRID3
* xyz 0 1
C -0.76 -0.30 -0.30
C -0.49 -0.77 1.21
C -2.33 0.04 -0.40
C -3.52 -1.14 -0.12
C -2.74 1.38 0.21
C -2.08 2.59 -0.42
C 1.97 -0.57 0.52
C 2.70 -1.71 -0.15
C 2.97 0.52 1.03
C 3.73 1.48 0.09
H -0.29 -1.15 -2.43
H -1.10 -2.27 -1.26
H -0.32 0.74 -0.62
H -2.40 0.28 -1.57
H -4.44 -0.91 -0.78
H -3.90 -0.80 1.09
H -2.93 -2.28 -0.34
H -2.35 1.21 1.20
H -3.84 1.34 0.10
H -2.18 3.27 0.51
H -0.69 2.36 -0.78
H -2.51 3.15 -1.53
H 1.14 -1.27 2.30
H 1.53 -0.22 -0.44
H 2.22 1.36 0.97
H 3.52 0.24 2.03
H 4.62 -0.22 -0.19
H 0.91 -2.08 -0.70
N -0.43 -1.50 -1.38
N 0.84 -0.85 1.50
O -1.23 -0.98 2.07
O 4.04 -1.75 -0.39
O 3.20 2.48 -0.42
O 5.21 0.94 0.06
O 1.91 -2.59 -0.65
*
```


Record 6
A single C5H8N2O2 molecule. Source: the Open Molecules 2025 dataset; level of theory: ωB97M-V/def2-TZVPD.

## Properties
Max |F|, eV Å⁻¹: 0.68
LUMO level, eV: 0.5
M, g mol⁻¹: 128.13
E_HOMO, eV: -9.44
E, eV: -12387.6253
Gap between HOMO and LUMO, eV: 9.968
Relative energy (zero: lowest compared OMol25 entry of this formula, charge and spin), kJ/mol: 319.4

```
! RIJCOSX wB97M-V def2-TZVPD def2/J DEFGRID3
* xyz 0 1
C -1.02 -2.04 -0.33
C -0.83 -0.77 0.02
O -1.21 -0.24 1.22
C -0.17 0.27 -0.88
N -0.91 1.50 -1.01
N 1.14 0.60 -0.36
C 1.58 1.23 0.89
C 2.15 0.03 0.26
O 2.95 -0.86 0.26
H -0.70 -2.40 -1.29
H -1.48 -2.75 0.34
H -1.60 -0.93 1.77
H -0.02 -0.17 -1.87
H -1.11 1.87 -0.09
H -1.79 1.34 -1.49
H 0.98 1.10 1.78
H 2.02 2.21 0.78
*
```


Record 7
10 unconnected molecules or ions with the total composition C28H44Cl12F12O8. Source: the Open Molecules 2025 dataset; level of theory: ωB97M-V/def2-TZVPD.

## Properties
Max |F|, eV Å⁻¹: 4.76
LUMO level, eV: 0.2
M, g mol⁻¹: 1162.06
E_HOMO, eV: -10.50
E, eV: -229009.6776
Gap between HOMO and LUMO, eV: 10.697
Relative energy (zero: lowest compared OMol25 entry of this formula, charge and spin), kJ/mol: 14.5

```
! RIJCOSX wB97M-V def2-TZVPD def2/J DEFGRID3
* xyz 0 1
C -4.61 4.89 -20.47
C -5.39 6.19 -20.67
O -6.14 6.44 -19.49
C -7.47 6.36 -19.51
O -8.16 6.47 -20.50
C -8.21 6.39 -18.16
F -7.40 5.91 -17.21
F -8.56 7.63 -17.78
F -9.31 5.61 -18.09
H -5.20 4.07 -20.05
H -3.70 5.13 -19.91
H -4.22 4.56 -21.43
H -6.13 6.16 -21.47
H -4.69 7.00 -20.86
C -8.35 2.53 -18.86
C -8.61 1.01 -19.20
O -9.23 0.95 -20.47
C -9.80 -0.19 -21.05
O -9.81 -1.28 -20.51
C -10.46 0.08 -22.45
F -10.24 1.28 -22.93
F -10.08 -0.86 -23.41
F -11.76 -0.12 -22.25
H -7.86 2.98 -19.73
H -7.67 2.61 -18.01
H -9.22 3.14 -18.64
H -9.17 0.44 -18.47
H -7.59 0.61 -19.26
C -8.47 10.06 -7.92
C -8.11 9.43 -9.30
O -7.34 8.28 -9.10
C -7.87 7.01 -9.11
O -9.06 6.73 -9.13
C -6.82 5.90 -8.94
F -5.61 6.37 -9.02
F -7.08 5.35 -7.76
F -7.04 4.97 -9.89
H -9.20 10.83 -8.18
H -7.62 10.52 -7.41
H -8.96 9.39 -7.21
H -7.56 10.11 -9.94
H -9.03 9.21 -9.84
C -11.06 7.68 -11.40
C -11.81 6.93 -12.54
O -11.49 7.48 -13.83
C -12.26 7.11 -14.93
O -12.97 6.08 -15.05
C -11.92 7.97 -16.21
F -11.26 7.25 -17.13
F -13.04 8.42 -16.78
F -11.13 9.01 -15.86
H -9.99 7.63 -11.63
H -11.19 7.25 -10.40
H -11.32 8.73 -11.37
H -12.88 6.94 -12.34
H -11.56 5.88 -12.67
Cl -7.75 -0.07 -15.76
C -6.18 -0.53 -15.07
C -6.33 -0.91 -13.62
Cl -6.53 0.48 -12.55
H -5.62 0.41 -15.15
H -5.72 -1.35 -15.61
H -5.41 -1.43 -13.35
H -7.16 -1.61 -13.48
Cl -6.35 5.44 -13.72
C -7.16 3.82 -13.38
C -8.21 3.42 -14.35
Cl -9.59 4.54 -14.35
H -7.64 3.92 -12.41
H -6.37 3.09 -13.18
H -8.54 2.39 -14.22
H -7.73 3.62 -15.31
Cl -8.48 9.72 -12.66
C -6.97 8.86 -12.53
C -5.74 9.73 -12.28
Cl -5.47 10.89 -13.64
H -6.76 8.37 -13.48
H -6.96 8.07 -11.77
H -4.84 9.14 -12.16
H -5.90 10.24 -11.33
Cl -4.90 3.26 -16.02
C -3.32 4.00 -16.37
C -2.75 4.62 -15.08
Cl -2.34 3.46 -13.72
H -3.53 4.83 -17.05
H -2.65 3.25 -16.78
H -3.48 5.35 -14.72
H -1.85 5.23 -15.14
Cl -10.94 1.70 -16.13
C -12.04 3.05 -16.50
C -13.35 2.71 -17.21
Cl -14.44 1.95 -15.96
H -11.44 3.69 -17.15
H -12.11 3.68 -15.61
H -13.31 2.07 -18.09
H -13.82 3.63 -17.55
Cl -11.40 -1.24 -12.97
C -10.53 0.33 -12.67
C -10.10 0.52 -11.23
Cl -9.50 2.14 -10.93
H -11.19 1.11 -13.05
H -9.64 0.39 -13.29
H -9.31 -0.16 -10.91
H -10.92 0.31 -10.55
*
```


Record 8
A molecular structure, C26H55AsBr3F9N7O9. Source: the Open Molecules 2025 dataset; level of theory: ωB97M-V/def2-TZVPD.

## Properties
Max |F|, eV Å⁻¹: 1.47
LUMO level, eV: 1.9
M, g mol⁻¹: 1095.38
E_HOMO, eV: -7.31
E, eV: -352146.2823
Gap between HOMO and LUMO, eV: 9.261

```
! RIJCOSX wB97M-V def2-TZVPD def2/J DEFGRID3
* xyz -1 1
As -0.61 0.29 -0.31
F 0.66 1.24 0.36
F 0.57 -0.66 -1.15
F -1.84 -0.60 -1.12
F -1.74 1.26 0.55
F -0.69 1.46 -1.61
F -0.64 -0.81 1.02
C -2.10 0.35 -6.13
C -1.04 -0.64 -6.54
O -0.91 -1.00 -7.71
N -0.34 -1.25 -5.55
C -0.40 -1.00 -4.14
H -2.50 0.84 -7.01
H -1.69 1.17 -5.52
H -2.86 -0.17 -5.54
H 0.20 -2.06 -5.84
H -0.64 -1.87 -3.53
H -1.05 -0.17 -3.86
H 0.56 -0.60 -3.77
C -3.89 1.74 6.20
C -3.26 1.54 4.84
O -2.86 0.46 4.46
N -3.08 2.68 4.10
C -2.48 2.56 2.79
H -3.14 1.47 6.95
H -4.77 1.14 6.40
H -4.14 2.79 6.37
H -3.45 3.53 4.48
H -2.44 3.55 2.33
H -3.05 1.90 2.15
H -1.46 2.21 2.92
C 7.26 1.33 0.67
C 5.94 1.97 1.02
O 5.80 2.61 2.05
N 4.97 1.88 0.07
C 3.64 2.43 0.20
H 7.71 1.82 -0.20
H 7.13 0.26 0.51
H 7.96 1.45 1.48
H 5.24 1.53 -0.83
H 3.35 2.97 -0.70
H 3.64 3.14 1.03
H 2.92 1.67 0.48
C -1.71 -3.86 -1.57
C -1.16 -4.86 -2.57
O -0.83 -4.53 -3.70
N -1.12 -6.14 -2.11
C -0.50 -7.19 -2.88
H -2.80 -3.87 -1.56
H -1.26 -2.90 -1.78
H -1.46 -4.13 -0.54
H -1.27 -6.26 -1.12
H -0.14 -6.74 -3.80
H -1.18 -8.04 -2.95
H 0.36 -7.56 -2.31
C 3.42 0.95 -3.57
C 2.68 2.26 -3.79
O 3.26 3.30 -4.09
N 1.34 2.19 -3.64
C 0.43 3.29 -3.85
H 3.91 0.98 -2.59
H 4.20 0.91 -4.32
H 2.74 0.10 -3.61
H 0.96 1.30 -3.36
H -0.48 2.83 -4.25
H 0.84 3.96 -4.60
H 0.15 3.78 -2.92
C 2.05 -5.87 0.69
C 0.71 -5.38 1.21
O -0.33 -5.99 0.97
N 0.75 -4.23 1.91
C -0.47 -3.63 2.44
H 2.29 -6.79 1.23
H 2.86 -5.17 0.86
H 1.93 -6.04 -0.37
H 1.62 -3.74 1.98
H -0.89 -4.38 3.11
H -1.14 -3.28 1.67
H -0.23 -2.74 3.04
C -2.27 4.27 -0.96
C -3.56 4.91 -1.40
O -4.44 5.22 -0.62
N -3.66 5.21 -2.72
C -4.88 5.77 -3.27
H -1.94 3.50 -1.66
H -2.44 3.76 -0.01
H -1.51 5.02 -0.76
H -3.01 4.85 -3.39
H -5.16 6.73 -2.84
H -5.71 5.08 -3.15
H -4.74 5.92 -4.34
C 1.26 0.52 3.57
C 1.63 -0.36 4.74
O 2.85 0.08 5.36
C 2.96 -0.06 6.67
O 2.25 -0.69 7.39
C 4.26 0.60 7.17
F 5.15 -0.35 7.46
F 4.80 1.45 6.33
F 4.02 1.23 8.33
H 0.80 -0.10 2.80
H 2.11 1.01 3.10
H 0.55 1.31 3.82
H 1.79 -1.39 4.39
H 0.82 -0.38 5.47
C -4.32 -1.95 1.71
Br -4.98 -2.79 0.13
Br -3.82 -3.27 3.03
Br -5.47 -0.62 2.47
H -3.38 -1.45 1.51
*
```